A molecular structure, C24H10BrCl5F4GaI2O5PS, computed with ωB97M-V/def2-TZVPD.

Total energy = -267515.5301 eV
Lowest unoccupied orbital energy = -1.36 eV
Frontier orbital gap = 7.7 eV
Charge = 0

CARTESIAN COORDINATES (ANGSTROEM)
1 I 0.913 -3.887 2.577
2 I 2.298 -2.892 0.492
3 Br -1.914 -0.009 -2.265
4 Ga 0.241 -1.783 -1.087
5 Cl -1.281 -3.498 -2.313
6 Cl -2.905 -1.603 2.370
7 Cl -6.251 -4.726 -0.523
8 Cl -4.052 -4.940 -2.751
9 Cl -5.661 -3.062 2.048
10 S 2.274 -2.128 -2.746
11 P 0.614 0.527 -0.022
12 F 0.405 5.444 -1.531
13 F -1.415 4.941 -3.479
14 F 1.207 3.500 0.085
15 F -2.424 2.476 -3.775
16 O 1.190 -0.996 -2.491
17 O 2.851 -1.964 -4.036
18 O 3.239 -1.999 -1.631
19 O -1.111 -2.006 0.151
20 O 1.429 -3.323 -2.510
21 C 3.102 1.127 -1.074
22 C -0.123 0.775 1.612
23 C -0.058 4.215 -1.710
24 C -1.609 1.877 3.149
25 C -2.263 -2.637 -0.009
26 C 5.088 1.557 0.207
27 C 4.370 1.387 1.382
28 C -1.040 1.783 1.887
29 C -1.266 0.970 4.140
30 C 2.379 0.953 0.104
31 C -0.988 3.961 -2.699
32 C 4.451 1.436 -1.018
33 C -0.086 1.872 -1.051
34 C -3.251 -2.543 0.977
35 C -0.360 -0.046 3.866
36 C -1.059 1.655 -2.030
37 C -2.553 -3.389 -1.150
38 C 0.200 -0.149 2.605
39 C -1.497 2.682 -2.845
40 C -4.739 -3.935 -0.332
41 C -4.472 -3.188 0.818
42 C -3.769 -4.032 -1.324
43 C 3.016 1.093 1.334
44 C 0.369 3.179 -0.896
45 H 0.880 -0.964 2.390
46 H 2.462 0.993 2.256
47 H -2.325 2.662 3.355
48 H 2.616 1.019 -2.033
49 H 5.007 1.562 -1.938
50 H -1.321 2.497 1.123
51 H 6.144 1.788 0.248
52 H 4.860 1.493 2.340
53 H -0.101 -0.770 4.627
54 H -1.711 1.047 5.123

3 unconnected molecules or ions with the total composition C18H28ClO8PS, computed with ωB97M-V/def2-TZVPD.

Total energy = -68145.5774 eV
SMILES = CCP(CC)C1=CC(=O)C(Cl)=C(S)C1=O.CCOC(=O)OC.CCOC(=O)OC
Lowest unoccupied orbital energy = -1.29 eV
Frontier orbital gap = 7.5 eV
Charge = 0

CARTESIAN COORDINATES (ANGSTROEM)
1 Cl 3.678 5.235 0.758
2 S 6.167 3.306 2.031
3 P 3.413 -1.094 1.048
4 O -1.714 -3.856 0.775
5 O -3.316 5.570 -1.962
6 O 5.871 0.753 0.547
7 O -1.197 -5.688 -0.239
8 O -3.135 -5.602 0.927
9 O -2.805 3.367 -1.878
10 O 2.255 3.453 -1.227
11 O -4.092 4.191 -0.353
12 C -3.387 4.483 -1.449
13 C 0.970 -1.421 -0.615
14 C 3.838 3.546 0.540
15 C 2.328 -1.955 -0.171
16 C 3.484 0.678 0.530
17 C 2.809 2.884 -0.318
18 C 2.528 1.460 0.029
19 C -2.118 -5.102 0.523
20 C 2.301 -1.026 2.550
21 C -2.519 -7.077 -1.763
22 C 4.827 1.337 0.702
23 C -4.764 5.311 0.231
24 C -0.615 4.120 -2.675
25 C -1.501 -7.037 -0.646
26 C 1.904 0.333 3.129
27 C -2.633 -3.078 1.549
28 C 4.821 2.803 1.054
29 C -1.954 3.518 -3.033
30 H 2.752 0.819 3.616
31 H 5.581 4.447 2.413
32 H -1.833 -7.604 0.223
33 H 2.172 -2.918 0.330
34 H 2.868 -1.569 3.307
35 H -1.837 2.501 -3.403
36 H 1.128 0.205 3.885
37 H -4.041 6.027 0.620
38 H 1.522 1.115 -0.145
39 H 1.065 -0.598 -1.318
40 H -3.544 -2.892 0.983
41 H 1.402 -1.616 2.353
42 H -5.361 4.902 1.040
43 H -2.659 -8.108 -2.092
44 H 1.510 1.010 2.375
45 H 2.955 -2.176 -1.037
46 H -0.543 -7.433 -0.976
47 H -2.175 -6.487 -2.613
48 H -2.121 -2.143 1.754
49 H 0.031 4.135 -3.552
50 H 0.355 -1.120 0.237
51 H -0.123 3.532 -1.902
52 H -2.880 -3.588 2.478
53 H -3.479 -6.689 -1.430
54 H -0.730 5.142 -2.315
55 H -5.400 5.803 -0.501
56 H 0.420 -2.206 -1.138
57 H -2.479 4.102 -3.788

A molecular structure, C39H30AlN12O2, computed with ωB97M-V/def2-TZVPD.

Total energy = -69503.0504 eV
Lowest unoccupied orbital energy = -2.89 eV
Frontier orbital gap = 6.9 eV
Charge = +1

CARTESIAN COORDINATES (ANGSTROEM)
1 Al -0.119 -0.800 0.287
2 O 1.023 -2.209 -3.209
3 O -2.942 1.557 0.009
4 N 4.202 -4.194 -1.493
5 N 3.533 -4.623 -3.490
6 N 1.717 -1.573 0.813
7 N -0.683 2.330 2.606
8 N 4.011 -3.697 -2.756
9 N -0.710 -2.733 -0.151
10 N -0.728 -0.873 2.190
11 N -0.555 -0.278 4.294
12 N 3.481 -2.760 0.302
13 N 0.211 -0.793 -1.550
14 N 2.537 1.511 10.064
15 N -0.718 0.966 0.066
16 C -1.865 3.384 4.412
17 C 2.885 -7.024 -3.064
18 C -0.182 3.087 -2.993
19 C -0.567 2.735 -1.705
20 C 0.087 -0.396 3.122
21 C 1.302 0.873 7.871
22 C -1.965 -1.029 2.804
23 C -0.914 -5.328 -1.078
24 C 1.983 1.231 9.095
25 C 3.780 -6.467 -0.414
26 C 3.379 -5.768 -2.716
27 C 2.850 -3.430 1.340
28 C -1.527 -4.954 0.110
29 C 0.299 -0.091 7.888
30 C -1.859 2.091 2.017
31 C 0.463 -1.964 -2.155
32 C 0.386 2.149 -3.842
33 C 4.608 -3.280 -0.473
34 C 1.667 1.480 6.672
35 C -0.323 -0.463 6.708
36 C 2.772 -1.655 0.004
37 C -0.139 -3.091 -1.318
38 C -3.075 2.464 2.580
39 C -1.390 -3.652 0.545
40 C -0.703 2.982 3.773
41 C -1.894 1.504 0.613
42 C 0.055 0.141 5.521
43 C 3.285 -7.705 -0.767
44 C -0.395 1.430 -1.264
45 C -0.204 -4.379 -1.802
46 C -1.867 -0.671 4.104
47 C 2.834 -7.981 -2.074
48 C 0.576 0.841 -3.415
49 C 3.199 -0.641 -1.003
50 C 1.040 1.116 5.493
51 C 1.768 -2.691 1.656
52 C -3.081 3.108 3.804
53 C 3.801 -5.496 -1.421
54 C 0.182 0.490 -2.129
55 H -1.832 -3.325 1.479
56 H 2.458 -8.971 -2.300
57 H 1.304 1.598 4.557
58 H 3.175 -1.050 -2.017
59 H 2.536 0.218 -0.966
60 H -1.004 -6.344 -1.443
61 H 2.436 2.244 6.669
62 H -1.812 3.915 5.356
63 H 3.261 -8.493 -0.022
64 H -4.014 3.405 4.265
65 H 5.306 -3.753 0.208
66 H -2.606 -0.635 4.888
67 H -1.006 3.475 -1.046
68 H 3.228 -4.354 1.749
69 H 1.012 0.096 -4.067
70 H 1.030 -2.883 2.417
71 H 0.262 3.214 4.216
72 H 2.570 -7.230 -4.081
73 H -2.103 -5.660 0.695
74 H -2.837 -1.359 2.260
75 H 0.019 -0.562 8.820
76 H -3.987 2.259 2.034
77 H 1.129 -0.153 2.979
78 H -1.087 -1.230 6.713
79 H -0.328 4.105 -3.333
80 H 0.685 2.435 -4.844
81 H 4.216 -0.308 -0.789
82 H 4.160 -6.289 0.587
83 H 5.095 -2.454 -0.975
84 H 0.288 -4.595 -2.743